A structure of composition C17H41AgBrN3O3 in a non-equilibrium geometry. Source: OMol25; level of theory: wB97M-V/def2-TZVPD.

The expectation value of S² is 0.75. The spin multiplicity is 2. The calculation puts the frontier orbital gap (alpha / beta) at 6.4 / 5.2 eV. Its HOMO energy (alpha / beta) is -10.96 / -10.96 eV. As for the total charge: +1. The value obtained for the energy relative to the best compared isomer or geometry (same formula, charge and spin) is 1.5923 eV.

XYZ file:
```
66
Properties=species:S:1:pos:R:3:forces:R:3
Ag 5.7597 -20.9849 -32.7268 -0.772 0.397 0.479
Br 3.6991 -19.9135 -31.4731 0.790 -0.079 -0.608
C 1.5356 -19.9872 -26.1869 -0.553 -0.566 0.003
C 1.6787 -19.4190 -27.5811 0.270 0.216 -0.327
C 2.9909 -18.6522 -27.7154 -0.016 0.052 0.124
O 2.9484 -17.4842 -26.9263 -0.021 0.067 0.165
C 4.1576 -17.2035 -26.2569 -0.070 0.128 0.386
N 1.5921 -20.4848 -28.5989 0.115 0.285 0.298
H 2.4092 -20.5831 -25.9067 0.068 0.172 0.051
H 0.6802 -20.6701 -26.1687 0.021 0.052 -0.017
H 1.3279 -19.2247 -25.4407 0.279 0.112 -0.004
H 0.8709 -18.6896 -27.7318 -0.022 -0.162 -0.132
H 3.1750 -18.3363 -28.7492 -0.028 -0.252 -0.218
H 3.8161 -19.3109 -27.4128 0.000 0.037 -0.016
H 5.0232 -17.2787 -26.9222 -0.006 0.086 -0.010
H 4.3068 -17.8685 -25.3965 0.014 -0.130 -0.173
H 4.0744 -16.1941 -25.8544 0.092 0.028 -0.155
H 2.1467 -20.2258 -29.4119 -0.160 -0.101 0.084
H 2.0227 -21.3270 -28.2284 -0.079 -0.009 -0.049
C -1.6631 -21.8585 -36.4196 0.462 0.194 -0.725
C -1.0372 -22.6107 -35.2724 -0.393 -0.391 1.160
C -0.5446 -21.6470 -34.1977 -0.153 0.178 -0.136
O -0.2049 -22.3480 -33.0411 0.199 -0.384 0.127
C 0.6549 -21.6365 -32.1997 0.216 0.309 0.064
N -1.9847 -23.5856 -34.6735 0.034 0.170 -0.692
H -2.5206 -21.2680 -36.0940 -0.119 -0.166 0.093
H -1.9741 -22.5741 -37.1811 -0.171 0.117 -0.041
H -0.9782 -21.1549 -36.9098 0.060 -0.102 0.110
H -0.1548 -23.1933 -35.5454 -0.085 0.019 -0.371
H -1.3101 -20.8806 -33.9795 0.020 -0.044 -0.009
H 0.3475 -21.1319 -34.5945 -0.119 0.103 -0.001
H 0.1228 -20.8959 -31.5845 0.010 0.059 -0.111
H 1.4274 -21.1364 -32.7968 -0.003 0.109 0.122
H 1.1655 -22.3112 -31.5134 -0.180 -0.184 -0.056
H -2.0362 -24.3735 -35.3157 0.053 -0.065 0.204
H -2.9245 -23.1950 -34.7132 0.079 0.083 0.224
C 2.2329 -15.5236 -30.2457 0.452 0.566 0.003
C 1.2875 -16.0087 -31.3309 -0.718 0.471 -0.278
C 0.1611 -14.9751 -31.5534 0.750 0.535 -0.080
C -0.5888 -15.1613 -32.8511 -0.378 -0.038 -0.395
C 0.3649 -15.1255 -34.0511 -0.730 -0.271 0.526
C 1.4595 -16.1781 -33.9454 0.723 0.888 -1.013
N 2.0560 -16.1397 -32.5948 -0.345 -1.531 0.293
O 3.1914 -16.8436 -32.5184 -0.305 0.228 -0.193
C 0.9752 -17.6006 -34.2468 -0.113 -0.603 0.083
C 2.5857 -15.8344 -34.9414 -0.477 0.012 -0.313
C 0.6314 -17.3470 -30.9516 0.356 -0.315 0.463
H 2.8462 -16.3053 -29.8055 -0.112 -0.126 0.051
H 1.6455 -15.0246 -29.4749 -0.050 -0.314 0.135
H 2.9087 -14.7511 -30.6247 -0.049 -0.089 -0.112
H -0.4850 -15.0134 -30.6781 -0.053 -0.063 -0.001
H 0.6354 -13.9852 -31.5531 -0.139 -0.007 0.021
H -1.3375 -14.3804 -32.9989 0.106 0.098 0.227
H -1.1793 -16.0844 -32.8407 0.225 -0.087 -0.051
H 0.7815 -14.1232 -34.1662 0.143 -0.055 0.074
H -0.2172 -15.3429 -34.9463 0.180 0.071 -0.134
H 0.1695 -17.5641 -34.9787 0.007 0.146 -0.009
H 1.7839 -18.1823 -34.6876 0.038 -0.027 0.100
H 0.6035 -18.1595 -33.3904 -0.072 0.132 0.036
H 2.1800 -15.8085 -35.9559 -0.300 0.114 0.155
H 2.9612 -14.8370 -34.7181 0.387 -0.146 -0.043
H 3.3413 -16.6120 -34.9855 0.294 0.237 0.354
H -0.4149 -17.4308 -31.2320 0.049 0.078 -0.301
H 0.6718 -17.3830 -29.8643 -0.053 -0.166 0.084
H 1.1749 -18.2151 -31.3215 0.006 -0.132 0.096
H 3.0194 -17.7534 -32.1432 0.344 0.056 0.379
```
Positions in Å, forces in eV/Å.



A cluster of 4 separate species, C17H41BCl2N2O5 in total in a non-equilibrium geometry. Source: OMol25; level of theory: wB97M-V/def2-TZVPD.

Its SMILES is C/C(Cl)=C(/Cl)[C@H](N)COCB(O)N(C)C.CC(C)O.CC(C)O.CC(C)O. The spin multiplicity is 1. The calculation puts the frontier orbital gap at 9.5 eV. Its HOMO energy is -9.16 eV.

XYZ file:
```
68
Properties=species:S:1:pos:R:3:forces:R:3
C -3.3137 -3.8064 0.6645 0.105 0.131 0.111
C -3.8022 -2.4568 0.2086 0.067 0.026 0.128
Cl -4.4597 -2.4384 -1.3958 -0.065 0.005 -0.164
C -3.7588 -1.3420 0.9325 -0.013 -0.188 -0.086
Cl -4.3433 0.1536 0.3160 -0.126 0.238 -0.040
C -3.2603 -1.2781 2.3505 -0.146 0.050 0.429
N -4.3679 -0.9185 3.2477 0.177 -0.020 -0.157
C -2.1440 -0.2548 2.5294 0.251 -0.274 -0.082
O -1.2573 -0.3506 1.4450 -0.119 0.056 -0.187
C -0.1412 0.5253 1.5633 0.132 -0.049 0.119
B 0.6810 0.6476 0.1976 0.153 0.631 0.121
O 2.0323 0.2773 0.2227 0.098 -0.188 -0.284
N 0.1473 1.2211 -0.9818 -0.275 -1.479 0.039
C -1.3158 1.1848 -1.1060 -0.030 0.566 -0.103
C 0.8066 0.8166 -2.2314 -0.007 0.534 -0.069
H -3.9395 -4.1956 1.4689 -0.018 -0.065 -0.046
H -2.2882 -3.7428 1.0305 -0.021 -0.010 -0.010
H -3.3309 -4.5070 -0.1638 -0.040 -0.050 0.002
H -2.8482 -2.2516 2.6261 0.019 -0.052 -0.222
H -4.0432 -0.3490 4.0174 -0.016 -0.033 0.077
H -4.8122 -1.7438 3.6229 -0.068 0.010 0.045
H -2.5669 0.7537 2.6112 -0.003 0.058 -0.065
H -1.6035 -0.4963 3.4549 -0.119 0.153 0.127
H -0.4691 1.5200 1.8994 -0.072 0.036 -0.055
H 0.5344 0.1456 2.3408 -0.032 0.027 0.077
H 2.1611 -0.6731 0.1447 0.024 -0.002 0.170
H -1.6147 1.6593 -2.0423 0.030 0.044 0.016
H -1.7181 0.1714 -1.0950 0.016 -0.033 -0.012
H -1.7822 1.7457 -0.2966 0.027 -0.101 0.050
H 0.7636 -0.2642 -2.3922 0.022 -0.036 -0.002
H 1.8434 1.1421 -2.2350 0.045 -0.105 0.050
H 0.3025 1.2938 -3.0722 0.016 0.032 -0.006
C 4.9632 -1.4214 2.8501 -0.034 -0.083 -0.047
C 5.8721 -1.0502 1.6880 -0.117 0.146 0.117
C 6.3383 0.3931 1.7769 0.055 -0.005 -0.103
O 5.2125 -1.2851 0.4428 -0.002 -0.120 -0.008
H 4.0706 -0.7889 2.8425 0.020 0.037 0.020
H 4.6421 -2.4604 2.7691 0.018 -0.005 0.000
H 5.4684 -1.2866 3.8074 0.006 0.014 0.002
H 6.7367 -1.7160 1.6774 0.007 -0.023 -0.040
H 5.4845 1.0741 1.7383 -0.016 -0.005 0.038
H 6.9850 0.6365 0.9347 0.018 0.013 0.014
H 6.8852 0.5791 2.7024 -0.008 -0.008 0.011
H 4.4442 -0.7048 0.4141 0.006 0.173 -0.037
C 8.1958 3.4150 -2.3899 0.056 -0.006 0.071
C 7.2515 2.4908 -1.6371 -0.127 0.132 -0.177
C 6.2095 1.8709 -2.5549 -0.042 -0.052 0.071
O 6.6160 3.1944 -0.5688 0.094 -0.107 0.045
H 7.6364 4.2414 -2.8374 -0.015 -0.024 -0.043
H 8.9354 3.8401 -1.7116 0.003 -0.014 0.006
H 8.7179 2.8853 -3.1878 -0.010 -0.004 -0.011
H 7.8242 1.6955 -1.1574 0.004 0.018 0.070
H 5.5951 2.6535 -3.0094 0.030 0.012 -0.039
H 5.5514 1.2105 -1.9900 0.019 -0.015 0.009
H 6.6767 1.2953 -3.3550 0.008 0.008 -0.008
H 6.0969 3.9041 -0.9616 -0.034 0.025 0.032
C -8.0484 -0.0805 -2.7232 -0.011 -0.059 -0.058
C -8.6477 -0.8985 -1.5893 0.135 0.080 0.009
C -8.3095 -0.3039 -0.2324 -0.006 -0.086 0.049
O -8.2072 -2.2540 -1.6619 -0.071 0.006 -0.024
H -6.9582 -0.0622 -2.6353 0.004 0.032 0.034
H -8.3013 -0.5209 -3.6878 -0.015 -0.002 0.004
H -8.4095 0.9488 -2.7038 0.002 0.007 0.012
H -9.7312 -0.9473 -1.7112 -0.017 -0.046 -0.006
H -7.2255 -0.3000 -0.0999 0.037 0.062 0.039
H -8.7439 -0.9022 0.5686 -0.025 0.000 -0.014
H -8.6700 0.7216 -0.1375 -0.002 0.005 -0.031
H -7.2487 -2.2559 -1.5513 0.016 -0.019 0.023
```
Positions in Å, forces in eV/Å.



A structure of composition C17H41BFIN4O3P in a non-equilibrium geometry. Source: OMol25; level of theory: wB97M-V/def2-TZVPD.

The spin multiplicity is 1. The calculation puts the frontier orbital gap at 5.4 eV. Its HOMO energy is -10.37 eV. As for the total charge: +1.

XYZ file:
```
69
Properties=species:S:1:pos:R:3:forces:R:3
C -5.5231 3.2602 -2.9174 -0.108 -1.341 0.209
C -5.2534 2.3685 -1.6116 -0.619 0.428 0.056
C -5.5870 0.8482 -1.8582 -0.915 0.479 0.141
C -3.8774 2.6616 -0.9139 -0.976 0.205 -0.482
C -2.5879 1.9996 -1.5412 2.081 0.112 2.340
C -2.5847 1.4514 -3.0152 -0.245 0.091 -0.581
C -1.1957 1.4294 -3.7601 0.139 -0.698 -0.652
C -0.6355 -0.0338 -4.0566 0.170 1.266 0.679
F -0.7437 -0.2749 -5.4250 0.049 -0.242 0.854
C -1.4625 3.0969 -1.1359 1.325 0.026 -1.419
C -0.0988 2.4174 -0.6578 -1.061 0.842 -1.156
N -0.6667 1.1603 0.0086 0.252 0.561 -0.615
I -0.8150 1.7075 2.0035 -0.118 -0.463 0.750
C -1.9296 0.7605 -0.7359 -0.501 -1.470 -0.495
B -2.9386 -0.2250 0.0828 -0.988 -1.385 0.818
O -3.7554 0.1559 1.1756 1.415 -0.004 -1.124
O -3.0538 -1.5826 -0.3636 -0.117 2.718 -0.412
H -6.2345 4.0910 -2.6866 0.815 -0.594 -0.274
H -6.0225 2.5601 -3.6467 0.436 0.991 0.438
H -4.5807 3.6322 -3.3849 -0.815 -0.078 0.402
H -6.0433 2.7231 -0.8871 0.888 -0.452 -0.521
H -5.0122 0.3671 -2.6839 -0.265 0.338 0.797
H -5.5674 0.2644 -0.8937 0.260 0.453 -0.929
H -6.6672 0.8176 -2.1819 1.057 -0.085 0.279
H -4.0059 2.4562 0.1860 0.555 -0.130 -1.066
H -3.7204 3.7773 -0.9741 -0.256 -1.083 -0.055
H -2.9324 0.3792 -2.9562 0.213 1.116 -0.068
H -3.3186 1.9503 -3.6994 0.576 -0.209 0.955
H -1.3388 1.8876 -4.7780 0.238 -0.386 1.020
H -0.3665 1.9956 -3.2781 -0.884 -0.213 -0.208
H -1.1843 -0.8083 -3.4602 0.330 0.431 -0.806
H 0.4484 -0.0515 -3.7568 -0.872 -0.254 -0.557
H -1.3126 3.7107 -2.0607 0.156 -0.214 0.942
H -1.7145 3.7851 -0.2952 -0.481 -0.708 -0.783
H 0.3803 3.0797 0.0998 -0.132 -0.800 -0.733
H 0.6415 2.1470 -1.4552 -0.861 0.058 0.705
H -0.0476 0.3566 -0.1554 0.107 0.436 0.820
H -1.4871 0.0223 -1.4709 -0.501 1.000 0.405
H -3.3058 -0.0010 2.0194 -0.429 0.000 -0.042
H -3.9791 -1.6339 -0.6691 0.162 -0.736 0.435
O 3.4894 0.2360 2.9127 -2.025 0.470 -3.900
P 3.5727 -1.1253 2.2058 3.955 -2.939 6.982
N 2.6562 -1.9779 3.4180 -0.911 0.076 -0.103
C 2.7577 -3.3854 3.7742 -0.004 -0.411 -0.391
C 1.2636 -1.5522 3.5296 0.058 0.517 0.093
N 5.2691 -1.3241 2.5142 0.287 0.422 -0.225
C 5.8391 -2.4351 3.2581 -0.056 -0.638 -0.486
C 6.0256 -0.1164 2.8534 -0.143 0.280 -0.133
N 3.6203 -2.5652 1.1661 -0.753 2.436 -2.498
C 4.6612 -2.5151 0.1036 0.584 -0.242 -0.095
C 2.3499 -2.7445 0.4192 -0.500 -0.413 0.452
H 2.3362 -4.0549 3.0127 0.020 -0.075 -0.005
H 2.2082 -3.5799 4.6992 -0.095 0.294 -0.052
H 3.7712 -3.7049 3.9827 0.127 0.141 -0.221
H 0.6445 -1.9400 2.7077 -0.207 -0.133 0.046
H 1.1798 -0.4637 3.5170 0.213 -0.021 -0.033
H 0.8151 -1.8867 4.4680 0.147 -0.104 -0.028
H 5.5852 -2.3887 4.3224 -0.012 -0.046 0.039
H 6.9298 -2.4353 3.1744 -0.064 0.240 -0.008
H 5.5362 -3.3994 2.8455 -0.216 0.050 0.097
H 5.8687 0.1781 3.8962 0.003 0.123 -0.011
H 5.7554 0.7148 2.2039 -0.102 -0.028 0.178
H 7.0982 -0.2779 2.7046 -0.135 -0.286 0.002
H 4.5674 -1.6126 -0.5076 0.044 -0.102 -0.118
H 4.5804 -3.3884 -0.5495 -0.358 0.061 0.094
H 5.6713 -2.5530 0.5013 -0.189 0.197 0.245
H 2.0873 -1.8443 -0.1482 -0.006 -0.102 -0.214
H 1.5191 -2.9860 1.0821 0.085 0.122 0.187
H 2.4207 -3.5817 -0.2767 0.175 0.106 0.039
```
Positions in Å, forces in eV/Å.